[1]
A 2-piece molecular cluster, C3H4N4 overall at a distorted geometry, computed with the ωB97M-V functional and the def2-TZVPD basis.

Values from the calculation:
- energy above the lowest of the compared OMol25 structures with the same formula, charge and spin (kcal per mole) = 47.0
- total charge = 0
- 2S+1 = 3
- HOMO level (alpha / beta) (hartree) = -0.2461 / -0.3805
- frontier orbital gap (alpha / beta) (eV) = 7.61 / 7.15

Atoms and positions in Å:
C1 0.099 -2.266 0.489
C2 0.351 -0.522 -1.275
C3 0.491 -0.995 -0.044
N1 -0.319 -3.285 0.867
N2 -3.376 -0.047 -1.215
N3 -3.081 0.027 -0.150
N4 -2.612 0.180 0.960
H1 -0.276 -0.981 -2.029
H2 0.734 0.484 -1.425
H3 0.758 -0.303 0.893
H4 -3.081 0.783 1.653

***

[2]
A 2-piece molecular cluster, C3H4N4O overall at a distorted geometry, computed with the ωB97M-V functional and the def2-TZVPD basis.

Values from the calculation:
- energy above the lowest of the compared OMol25 structures with the same formula, charge and spin (kcal per mole) = 80.7
- total charge = 0
- HOMO level (hartree) = -0.3509
- frontier orbital gap (eV) = 9.13

Atoms and positions in Å:
C1 -0.899 -0.398 -0.140
C2 0.347 1.616 -0.056
C3 1.702 -0.460 -0.145
H1 -1.906 -2.012 -0.342
H2 -1.613 1.524 0.246
H3 0.358 2.648 0.367
H4 0.139 -1.986 0.721
N1 -1.955 -1.058 -0.200
N2 -0.827 1.013 0.163
N3 1.584 1.103 -0.492
N4 0.368 -0.963 -0.253
O1 2.703 -1.026 0.130

***

[3]
One molecule with the formula C3H4N4O at a distorted geometry, computed with the ωB97M-V functional and the def2-TZVPD basis.

Values from the calculation:
- energy above the lowest of the compared OMol25 structures with the same formula, charge and spin (kcal per mole) = 89.5
- total charge = 0
- HOMO level (hartree) = -0.3329
- frontier orbital gap (eV) = 9.62

Atoms and positions in Å:
C1 -2.373 -0.824 0.054
N1 -1.909 0.354 0.061
N2 -0.423 0.430 -0.225
C2 0.353 1.524 -0.045
N3 1.550 1.065 -0.069
C3 1.586 -0.315 -0.146
O1 2.682 -0.991 0.082
N4 0.240 -0.776 -0.125
H1 -3.490 -1.062 -0.043
H2 -1.755 -1.655 -0.159
H3 0.010 2.610 0.431
H4 3.529 -0.361 0.183

***

[4]
One molecule with the formula C3H4N4O at a distorted geometry, computed with the ωB97M-V functional and the def2-TZVPD basis.

Values from the calculation:
- energy above the lowest of the compared OMol25 structures with the same formula, charge and spin (kcal per mole) = 73.7
- total charge = 0
- HOMO level (hartree) = -0.3492
- frontier orbital gap (eV) = 9.26

Atoms and positions in Å:
H1 1.086 0.597 3.201
N1 0.489 0.106 2.452
C1 0.623 0.898 1.354
N2 0.004 0.258 0.269
C2 -0.817 -0.807 0.272
N3 -0.787 -1.153 -0.998
C3 -0.291 -0.184 -1.719
O1 -0.358 -0.044 -3.125
N4 0.159 0.902 -0.976
H2 1.409 1.741 1.144
H3 -0.863 -1.385 1.323
H4 -0.653 -0.929 -3.197

***

[5]
One molecule with the formula C3H4N4O at a distorted geometry, computed with the ωB97M-V functional and the def2-TZVPD basis.

Values from the calculation:
- energy above the lowest of the compared OMol25 structures with the same formula, charge and spin (kcal per mole) = 135.8
- total charge = 0
- HOMO level (hartree) = -0.3162
- frontier orbital gap (eV) = 7.97

Atoms and positions in Å:
N1 2.602 0.225 -0.071
N2 1.720 -0.831 0.088
C1 0.427 -0.454 -0.170
N3 -0.781 -1.356 0.076
N4 -1.956 -0.949 -0.059
C2 -1.960 0.519 0.054
C3 -0.974 1.373 0.082
O1 0.275 0.893 -0.170
H1 3.425 0.125 0.584
H2 2.303 1.259 0.374
H3 -3.089 0.760 0.349
H4 -0.886 2.457 0.020

***

[6]
One molecule with the formula C3H4N4O at a distorted geometry, computed with the ωB97M-V functional and the def2-TZVPD basis.

Values from the calculation:
- energy above the lowest of the compared OMol25 structures with the same formula, charge and spin (kcal per mole) = 69.8
- total charge = 0
- HOMO level (hartree) = -0.3406
- frontier orbital gap (eV) = 8.59

Atoms and positions in Å:
O1 -1.051 1.318 2.152
C1 -0.703 0.772 1.096
N1 -1.459 -0.185 0.519
N2 -1.114 -0.950 -0.632
C2 0.026 -0.938 -1.313
C3 1.297 -0.335 -0.978
N3 1.573 0.448 -0.023
N4 0.547 1.146 0.625
H1 -2.247 -0.661 1.008
H2 0.030 -1.447 -2.293
H3 2.152 -0.997 -1.323
H4 0.949 1.830 1.161

***

[7]
One molecule with the formula C3H4N4O at a distorted geometry, computed with the ωB97M-V functional and the def2-TZVPD basis.

Values from the calculation:
- energy above the lowest of the compared OMol25 structures with the same formula, charge and spin (kcal per mole) = 149.0
- total charge = 0
- HOMO level (hartree) = -0.3433
- frontier orbital gap (eV) = 8.76

Atoms and positions in Å:
C1 0.114 2.035 0.584
C2 0.939 1.210 -0.408
N1 0.535 -0.202 -0.526
N2 0.012 -0.834 -1.548
N3 -0.681 -1.895 -1.304
C3 -0.766 -1.939 0.104
O1 -1.150 -2.955 0.598
N4 -0.234 -0.632 0.581
H1 -0.852 1.328 1.100
H2 0.066 3.137 0.686
H3 1.381 1.704 -1.259
H4 0.637 -0.955 1.392

***

[8]
A 2-piece molecular cluster, C3H4N4O overall at a distorted geometry, computed with the ωB97M-V functional and the def2-TZVPD basis.

Values from the calculation:
- energy above the lowest of the compared OMol25 structures with the same formula, charge and spin (kcal per mole) = 146.1
- total charge = 0
- HOMO level (hartree) = -0.3053
- frontier orbital gap (eV) = 7.19

Atoms and positions in Å:
C1 -0.472 -0.857 -0.007
C2 -0.706 0.496 0.271
C3 0.474 1.282 0.227
H1 -1.600 -2.444 0.993
H2 -1.677 1.029 0.502
H3 -0.521 3.122 -0.320
H4 0.971 -2.318 -0.626
N1 0.512 2.672 -0.173
N2 1.808 0.675 -0.127
N3 1.941 -0.497 -0.294
N4 0.772 -1.362 -0.245
O1 -1.502 -1.797 -0.201

***

[9]
A 2-piece molecular cluster, C3H4N4O2 overall at a distorted geometry, computed with the ωB97M-V functional and the def2-TZVPD basis.

Values from the calculation:
- energy above the lowest of the compared OMol25 structures with the same formula, charge and spin (kcal per mole) = 70.7
- total charge = 0
- HOMO level (hartree) = -0.2725
- frontier orbital gap (eV) = 7.96

Atoms and positions in Å:
C1 0.192 2.173 -0.074
C2 3.971 -0.710 -0.372
C3 0.597 -0.121 0.486
N1 1.372 2.252 0.411
N2 2.076 1.423 0.847
N3 -0.187 0.817 0.009
N4 0.157 -1.334 0.893
O1 3.409 -1.645 -0.032
O2 4.449 0.266 -0.678
H1 -0.363 2.990 -0.390
H2 -1.090 0.680 -0.499
H3 0.709 -2.079 1.211
H4 -0.613 -1.847 0.390

***

[10]
C3H4N4S as an isolated structure at a distorted geometry, computed with the ωB97M-V functional and the def2-TZVPD basis.

Values from the calculation:
- energy above the lowest of the compared OMol25 structures with the same formula, charge and spin (kcal per mole) = 69.5
- total charge = 0
- HOMO level (hartree) = -0.3436
- frontier orbital gap (eV) = 8.30

Atoms and positions in Å:
C1 -1.302 -0.840 -1.540
C2 -0.951 -0.476 -0.087
C3 2.152 1.045 -0.683
H1 -2.330 -1.117 -1.822
H2 -0.618 0.104 -2.279
H3 -0.594 -1.759 -1.650
H4 2.990 1.576 -1.326
N1 0.439 0.058 -0.056
N2 1.171 0.291 -1.194
N3 1.988 1.431 0.682
N4 0.866 0.802 1.006
S1 -1.881 -0.953 1.117

***

[11]
A 2-piece molecular cluster, C3H4N5O2 overall at a distorted geometry, computed with the ωB97M-V functional and the def2-TZVPD basis.

Values from the calculation:
- energy above the lowest of the compared OMol25 structures with the same formula, charge and spin (kcal per mole) = 72.9
- total charge = +1
- HOMO level (alpha / beta) (hartree) = -0.5232 / -0.5365
- frontier orbital gap (alpha / beta) (eV) = 6.55 / 7.70

Atoms and positions in Å:
C1 0.726 2.262 0.252
C2 -0.362 -1.297 -1.028
C3 -0.537 -2.468 -0.130
N1 1.403 0.246 -0.484
N2 1.573 2.300 1.188
N3 2.411 2.265 1.950
N4 0.490 -0.436 -0.715
N5 -0.651 2.195 0.222
O1 -1.313 1.269 -0.122
O2 -1.053 3.248 0.624
H1 -0.934 -1.396 -1.896
H2 0.219 -2.608 0.723
H3 -1.568 -2.323 0.177
H4 -0.406 -3.258 -0.762

***

[12]
An isolated ion of composition C3H4NO and charge -1 at a distorted geometry, computed with the ωB97M-V functional and the def2-TZVPD basis.

Values from the calculation:
- energy above the lowest of the compared OMol25 structures with the same formula, charge and spin (kcal per mole) = 38.7
- total charge = -1
- HOMO level (hartree) = -0.0670
- frontier orbital gap (eV) = 6.35

Atoms and positions in Å:
C1 -1.016 -1.135 0.039
C2 -0.121 -0.215 -0.040
C3 0.315 1.169 0.048
N1 1.172 0.018 -0.445
O1 2.241 -0.419 0.280
H1 -1.037 -2.212 -0.258
H2 -2.056 -0.936 0.164
H3 0.088 1.935 -0.730
H4 0.414 1.795 0.943

***

[13]
An isolated ion of composition C3H4NO and charge +1 at a distorted geometry, computed with the ωB97M-V functional and the def2-TZVPD basis.

Values from the calculation:
- energy above the lowest of the compared OMol25 structures with the same formula, charge and spin (kcal per mole) = 13.9
- total charge = +1
- HOMO level (hartree) = -0.6313
- frontier orbital gap (eV) = 10.41

Atoms and positions in Å:
C1 0.986 0.319 -0.054
C2 -0.637 -0.753 -0.968
C3 -0.193 0.378 0.818
N1 -1.166 -0.357 0.101
O1 0.700 -0.347 -1.090
H1 1.975 0.740 0.076
H2 -1.074 -1.338 -1.758
H3 -0.042 -0.039 1.829
H4 -0.549 1.397 1.046

***

[14]
An isolated ion of composition C3H4NO2 and charge +1 at a distorted geometry, computed with the ωB97M-V functional and the def2-TZVPD basis.

Values from the calculation:
- energy above the lowest of the compared OMol25 structures with the same formula, charge and spin (kcal per mole) = 165.6
- total charge = +1
- HOMO level (alpha / beta) (hartree) = -0.6262 / -0.6261
- frontier orbital gap (alpha / beta) (eV) = 9.62 / 9.62

Atoms and positions in Å:
O1 2.139 1.626 0.619
N1 1.487 0.732 0.243
O2 1.659 -0.550 -0.106
C1 0.362 0.149 -0.123
C2 -0.808 -0.404 0.677
C3 -0.852 -0.176 -0.824
H1 -0.471 -1.417 1.057
H2 -1.191 0.350 1.349
H3 -0.900 -0.971 -1.543
H4 -1.425 0.661 -1.349

***

[15]
A 2-piece molecular cluster, C3H4NO2 overall at a distorted geometry, computed with the ωB97M-V functional and the def2-TZVPD basis.

Values from the calculation:
- energy above the lowest of the compared OMol25 structures with the same formula, charge and spin (kcal per mole) = 75.4
- total charge = +1
- HOMO level (hartree) = -0.5862
- frontier orbital gap (eV) = 11.14

Atoms and positions in Å:
C1 -0.274 -0.754 -0.190
C2 -0.299 0.748 -0.152
C3 1.697 0.019 0.252
N1 -0.820 -0.040 0.912
O1 1.093 -1.074 0.055
O2 1.063 1.101 0.111
H1 -0.774 -1.457 -0.840
H2 -0.821 1.470 -0.762
H3 3.196 -0.024 0.516
H4 -1.815 -0.060 1.090

***

[16]
An isolated ion of composition C3H4NO2 and charge +1 at a distorted geometry, computed with the ωB97M-V functional and the def2-TZVPD basis.

Values from the calculation:
- energy above the lowest of the compared OMol25 structures with the same formula, charge and spin (kcal per mole) = 117.3
- total charge = +1
- HOMO level (alpha / beta) (hartree) = -0.5160 / -0.5160
- frontier orbital gap (alpha / beta) (eV) = 7.41 / 7.42

Atoms and positions in Å:
C1 -0.340 1.035 -2.924
C2 0.152 0.173 -0.675
C3 0.444 -0.379 1.562
N1 -0.061 0.681 -1.839
O1 -0.597 -1.207 1.380
O2 0.403 0.626 0.476
H1 -0.593 1.030 -3.998
H2 0.325 0.221 2.511
H3 1.292 -0.872 1.339
H4 -1.024 -1.307 2.167

***

[17]
An isolated ion of composition C3H4NO2S and charge -1 at a distorted geometry, computed with the ωB97M-V functional and the def2-TZVPD basis.

Values from the calculation:
- energy above the lowest of the compared OMol25 structures with the same formula, charge and spin (kcal per mole) = 20.1
- total charge = -1
- HOMO level (hartree) = -0.1523
- frontier orbital gap (eV) = 7.91

Atoms and positions in Å:
C1 -0.589 2.248 0.462
S1 0.686 1.021 -0.094
C2 -0.654 -0.769 -0.225
O1 -1.773 -0.393 -0.316
N1 0.003 -1.812 -0.261
C3 1.193 -2.359 -0.387
O2 1.671 -2.886 -1.366
H1 -1.268 1.490 0.586
H2 -1.058 3.064 -0.227
H3 -0.158 2.855 1.343
H4 1.947 -2.460 0.483

***

[18]
A 2-piece molecular cluster, C3H4NO3 overall at a distorted geometry, computed with the ωB97M-V functional and the def2-TZVPD basis.

Values from the calculation:
- energy above the lowest of the compared OMol25 structures with the same formula, charge and spin (kcal per mole) = 91.0
- total charge = -1
- HOMO level (alpha / beta) (hartree) = -0.0493 / -0.0493
- frontier orbital gap (alpha / beta) (eV) = 5.10 / 5.10

Atoms and positions in Å:
C1 1.583 0.331 -0.539
C2 -1.800 -0.413 -1.008
C3 0.051 -0.557 1.025
N1 0.905 -0.593 0.044
O1 -2.329 0.634 -0.928
O2 -1.551 -1.464 -1.410
O3 -0.106 0.613 1.811
H1 1.991 0.045 -1.613
H2 1.271 1.372 -0.409
H3 -0.354 -1.429 1.543
H4 0.339 1.460 1.486

***

[19]
An isolated ion of composition C3H4NO3 and charge -1 at a distorted geometry, computed with the ωB97M-V functional and the def2-TZVPD basis.

Values from the calculation:
- energy above the lowest of the compared OMol25 structures with the same formula, charge and spin (kcal per mole) = 93.9
- total charge = -1
- 2S+1 = 3
- HOMO level (alpha / beta) (hartree) = 0.0141 / -0.1159
- frontier orbital gap (alpha / beta) (eV) = 3.43 / 6.72

Atoms and positions in Å:
C1 -0.161 1.422 0.135
C2 1.021 1.410 -0.432
C3 -1.102 0.225 0.280
N1 0.099 -1.725 -0.526
O1 1.007 -2.650 0.096
O2 -0.535 -0.937 0.535
O3 2.116 1.463 -0.945
H1 -0.507 2.457 0.521
H2 -1.872 0.490 1.077
H3 -1.925 0.160 -0.523
H4 1.858 -2.314 -0.217

***

[20]
An isolated ion of composition C3H4NO3S and charge -1 at a distorted geometry, computed with the ωB97M-V functional and the def2-TZVPD basis.

Values from the calculation:
- energy above the lowest of the compared OMol25 structures with the same formula, charge and spin (kcal per mole) = 95.4
- total charge = -1
- HOMO level (alpha / beta) (hartree) = -0.1719 / -0.1712
- frontier orbital gap (alpha / beta) (eV) = 8.20 / 7.37

Atoms and positions in Å:
C1 1.688 0.396 0.322
C2 0.451 0.002 -0.390
C3 -0.254 -1.318 0.057
O1 0.393 -2.351 0.227
O2 -1.526 -1.291 0.256
S1 -1.995 0.739 0.000
N1 -2.972 1.202 0.952
O3 -2.338 0.860 -1.440
H1 2.593 -0.103 0.051
H2 1.600 0.341 1.461
H3 1.852 1.465 0.044
H4 0.510 0.057 -1.540